Entry 1:
A cluster of 2 separate species, CH3F2NO in total in a non-equilibrium geometry, computed with wB97M-V/def2-TZVPD.

largest force on an atom	8.28	eV/A
gap between HOMO and LUMO	10.5	eV
highest occupied orbital energy	-9.794	eV
LUMO energy	0.66	eV

```
! wB97M-V def2-TZVPD RIJCOSX def2/J DEFGRID3
* xyz 0 1
C -0.04124 -0.50545 1.23005
N -0.84386 -0.47600 -0.59834
O 0.79216 0.54130 1.11699
F -1.06804 -0.42473 2.12349
F 0.54234 -1.59560 1.46952
H -1.27671 0.31650 -0.83073
H -1.51060 -1.22921 -0.45017
H 0.59578 1.24061 0.53943
*
```

Mulliken population analysis, charges in e, atoms 1 to 4: 0.786 -0.685 -0.465 -0.234

=====

Entry 2:
A structure of composition CH3F2O2PS in a non-equilibrium geometry, computed with wB97M-V/def2-TZVPD.

largest force on an atom	3.80	eV/A
gap between HOMO and LUMO	8.9	eV
highest occupied orbital energy	-10.266	eV
LUMO energy	-1.40	eV

```
! wB97M-V def2-TZVPD RIJCOSX def2/J DEFGRID3
* xyz 0 1
C -0.61648 -0.07726 -0.71633
O -3.50252 0.64351 -1.00717
O -2.84723 1.55417 1.19960
F -2.11094 -2.21643 -1.04129
F -0.51400 -2.07074 0.79682
P -1.76119 -1.20250 0.20779
S -3.72406 0.65839 0.40448
H -0.00862 0.57435 -0.14932
H -0.09246 -0.87814 -1.23124
H -1.43753 0.32312 -1.36928
*
```

Mulliken population analysis, charges in e, atoms 1 to 4: -0.926 -0.404 -0.402 -0.280

=====

Entry 3:
The molecule CH3F2OP in a non-equilibrium geometry, computed with wB97M-V/def2-TZVPD.

structure (SMILES)	OPC(F)F
largest force on an atom	2.83	eV/A
gap between HOMO and LUMO	10.5	eV
highest occupied orbital energy	-10.109	eV
LUMO energy	0.37	eV

```
! wB97M-V def2-TZVPD RIJCOSX def2/J DEFGRID3
* xyz 0 1
O 1.42955 0.48169 0.00410
P -0.06939 1.13102 -0.00639
C -0.67544 -0.65298 -0.22752
F -1.82431 -0.99939 0.48367
F -0.86092 -0.88379 -1.53301
H 2.05457 1.20212 -0.17108
H -0.08043 1.05047 1.36791
H 0.02637 -1.32914 0.08233
*
```

Mulliken population analysis, charges in e, atoms 1 to 4: -0.488 0.110 0.425 -0.254

=====

Entry 4:
A cluster of 2 separate species, CH3F2PS2 in total in a non-equilibrium geometry, computed with wB97M-V/def2-TZVPD.

structure (SMILES)	FP(F)S.C=S
largest force on an atom	2.77	eV/A
gap between HOMO and LUMO	8.5	eV
highest occupied orbital energy	-8.767	eV
LUMO energy	-0.32	eV

```
! wB97M-V def2-TZVPD RIJCOSX def2/J DEFGRID3
* xyz 0 1
F -1.33087 -1.26895 0.31624
P -1.85649 0.03310 1.06650
F -0.73096 0.81145 0.22870
S -3.51419 0.45404 -0.22181
H -4.12119 1.37075 0.75600
C 2.88753 -0.49501 -0.56405
S 2.50239 0.98648 0.02308
H 3.12500 -0.54945 -1.72884
H 3.03878 -1.34241 0.12418
*
```

Mulliken population analysis, charges in e, atoms 1 to 4: -0.226 0.447 -0.144 -0.255

=====

Entry 5:
A cluster of 2 separate species, CH3F3 in total, computed with wB97M-V/def2-TZVPD.

structure (SMILES)	CF.FF
largest force on an atom	0.55	eV/A
gap between HOMO and LUMO	11.2	eV
highest occupied orbital energy	-12.346	eV
LUMO energy	-1.10	eV

```
! wB97M-V def2-TZVPD RIJCOSX def2/J DEFGRID3
* xyz 0 1
C 0.65430 0.17287 -1.17292
F 0.03866 0.74911 -2.26366
H 1.60847 0.67690 -0.98292
H 0.00825 0.27060 -0.29398
H 0.83848 -0.88748 -1.37508
F -1.63290 -1.07221 2.67004
F -1.51527 0.09021 3.41852
*
```

Mulliken population analysis, charges in e, atoms 1 to 4: -0.238 -0.263 0.185 0.133

=====

Entry 6:
A cluster of 2 separate species, CH3F3N2OS in total in a non-equilibrium geometry, computed with wB97M-V/def2-TZVPD.

largest force on an atom	3.73	eV/A
gap between HOMO and LUMO (spin up / spin down)	7.5 / 7.4	eV
highest occupied orbital energy (spin up / spin down)	-9.087 / -8.991	eV
LUMO energy (spin up / spin down)	-1.62 / -1.55	eV

```
! wB97M-V def2-TZVPD RIJCOSX def2/J DEFGRID3
* xyz 0 1
C -1.76978 -0.10753 -0.01310
N 2.20307 0.31117 1.38838
N 0.80722 -0.56626 -0.56541
O -0.08984 1.75382 -1.22349
F -1.53549 -1.36537 0.34479
F -2.61632 0.38848 0.78500
F -2.26560 -0.04790 -1.21021
S 0.05261 0.84567 -0.12704
H 2.92777 0.89292 1.86134
H 1.30648 -0.82554 -1.36348
H 0.97989 -1.27945 0.12321
*
```

Mulliken population analysis, charges in e, atoms 1 to 4: 0.712 -0.259 -0.399 -0.537

=====

Entry 7:
A cluster of 2 separate species, CH3FINS in total in a non-equilibrium geometry, computed with wB97M-V/def2-TZVPD.

structure (SMILES)	C=NSF.I
largest force on an atom	4.59	eV/A
gap between HOMO and LUMO	9.5	eV
highest occupied orbital energy	-8.976	eV
LUMO energy	0.49	eV

```
! wB97M-V def2-TZVPD RIJCOSX def2/J DEFGRID3
* xyz 0 1
C -1.95216 -1.57644 -0.87668
N -0.71244 -1.71096 -0.51145
S 0.62830 -1.05010 -0.86710
F 0.50198 0.06386 -2.09368
H -2.53426 -2.36721 -0.50161
H -2.19081 -1.03952 -1.69804
I 3.58812 3.24914 2.93318
H 2.67126 4.43122 3.61537
*
```

Mulliken population analysis, charges in e, atoms 1 to 4: -0.318 -0.197 0.264 -0.283

=====

Entry 8:
A cluster of 2 separate species, CH3FN2O in total in a non-equilibrium geometry, computed with wB97M-V/def2-TZVPD.

largest force on an atom	3.53	eV/A
gap between HOMO and LUMO	8.8	eV
highest occupied orbital energy	-8.580	eV
LUMO energy	0.25	eV

```
! wB97M-V def2-TZVPD RIJCOSX def2/J DEFGRID3
* xyz 0 1
C -0.71017 0.74643 -0.21783
N -1.74493 -1.36689 -0.14193
N -1.20475 -0.30332 -0.00604
O 0.31989 1.42000 0.11596
F 2.44635 -0.15055 -0.06106
H 2.31353 0.13535 -0.89894
H -2.45911 -1.51167 0.55408
H 1.03919 1.03065 0.65576
*
```

Mulliken population analysis, charges in e, atoms 1 to 4: 0.093 -0.862 0.620 -0.422

=====

Entry 9:
A structure of composition CH3FNO in a non-equilibrium geometry, computed with wB97M-V/def2-TZVPD.

largest force on an atom	4.75	eV/A
gap between HOMO and LUMO	7.7	eV
highest occupied orbital energy	-2.942	eV
LUMO energy	4.77	eV

```
! wB97M-V def2-TZVPD RIJCOSX def2/J DEFGRID3
* xyz -1 1
C -0.07859 -0.47229 0.36839
N -0.46174 0.45840 -0.67420
O -0.18932 2.03988 0.02651
F 0.50433 0.19724 -1.76280
H -0.92406 -0.40555 1.05407
H 0.26426 -1.50384 -0.03875
H 0.88511 -0.31384 1.02678
*
```

Mulliken population analysis, charges in e, atoms 1 to 4: -0.541 -0.145 -0.722 -0.278

=====

Entry 10:
A cluster of 2 separate species, CH3FO2S in total in a non-equilibrium geometry, computed with wB97M-V/def2-TZVPD.

largest force on an atom	4.86	eV/A
gap between HOMO and LUMO (spin up / spin down)	7.8 / 7.9	eV
highest occupied orbital energy (spin up / spin down)	-10.245 / -10.258	eV
LUMO energy (spin up / spin down)	-2.40 / -2.38	eV

```
! wB97M-V def2-TZVPD RIJCOSX def2/J DEFGRID3
* xyz 0 1
C -1.09991 -0.15599 0.05104
O 2.15630 -1.89154 0.07767
O 0.96115 1.33404 1.05979
F 0.91702 1.07288 -1.32299
S 0.77270 0.27356 0.10906
H -1.48099 0.83139 0.02014
H -1.19214 -0.59418 -0.83531
H -1.03413 -0.87016 0.84060
*
```

Mulliken population analysis, charges in e, atoms 1 to 4: -0.862 -0.181 -0.470 -0.255

=====

Entry 11:
A structure of composition CH3FO4PS in a non-equilibrium geometry, computed with wB97M-V/def2-TZVPD.

largest force on an atom	5.33	eV/A
gap between HOMO and LUMO	8.7	eV
highest occupied orbital energy	-4.788	eV
LUMO energy	3.92	eV

```
! wB97M-V def2-TZVPD RIJCOSX def2/J DEFGRID3
* xyz -1 1
C -0.19375 -0.36108 1.50526
O -2.44533 -2.06125 -0.88672
O -2.66370 0.12910 0.81562
O -2.82644 0.63123 -1.52907
O -0.53158 -0.82569 0.25898
F -3.94154 2.38902 -0.37505
P -1.88443 -1.73827 0.40056
S -3.65224 0.60050 -0.42702
H 0.51499 0.43656 1.19060
H 0.19940 -1.12519 2.10774
H -1.13142 0.17929 1.88978
*
```

Mulliken population analysis, charges in e, atoms 1 to 4: -0.630 -0.492 -0.565 -0.369

=====

Entry 12:
The molecule CH3FOS in a non-equilibrium geometry, computed with wB97M-V/def2-TZVPD.

structure (SMILES)	CSOF
largest force on an atom	3.95	eV/A
gap between HOMO and LUMO	9.3	eV
highest occupied orbital energy	-9.940	eV
LUMO energy	-0.61	eV

```
! wB97M-V def2-TZVPD RIJCOSX def2/J DEFGRID3
* xyz 0 1
C 0.19143 -0.21793 0.04799
S 1.64717 -1.17772 -0.12416
O 2.80913 0.15829 0.63424
F 3.50831 0.82540 -0.43977
H -0.12761 -0.00683 1.15808
H -0.47306 -0.81566 -0.56008
H 0.32829 0.64033 -0.46922
*
```

Mulliken population analysis, charges in e, atoms 1 to 4: -0.676 0.163 -0.193 -0.143

=====

Entry 13:
The molecule CH3FOS in a non-equilibrium geometry, computed with wB97M-V/def2-TZVPD.

structure (SMILES)	O[C@@H](F)S
largest force on an atom	4.28	eV/A
gap between HOMO and LUMO	10.5	eV
highest occupied orbital energy	-9.626	eV
LUMO energy	0.85	eV

```
! wB97M-V def2-TZVPD RIJCOSX def2/J DEFGRID3
* xyz 0 1
O 0.51219 0.36736 1.23410
C -0.03861 -0.37157 0.29658
F -1.28189 0.20992 -0.03228
S 0.95068 -0.19139 -1.38838
H 0.15929 1.31782 1.13705
H -0.17431 -1.43253 0.63784
H -0.12735 0.10039 -1.88491
*
```

Mulliken population analysis, charges in e, atoms 1 to 4: -0.427 0.181 -0.289 -0.203

=====

Entry 14:
A cluster of 2 separate species, CH3FOS2 in total in a non-equilibrium geometry, computed with wB97M-V/def2-TZVPD.

largest force on an atom	2.88	eV/A
gap between HOMO and LUMO (spin up / spin down)	6.8 / 6.8	eV
highest occupied orbital energy (spin up / spin down)	-10.396 / -10.393	eV
LUMO energy (spin up / spin down)	-3.55 / -3.55	eV

```
! wB97M-V def2-TZVPD RIJCOSX def2/J DEFGRID3
* xyz 0 1
C 0.19807 0.13084 0.13031
O 2.08932 0.43246 -1.85237
F 2.33782 -2.48245 0.01442
S 2.99758 1.00576 0.91314
S 1.95623 0.10433 -0.44998
H -0.31086 -0.68444 -0.29137
H 0.48201 0.06389 1.20348
H -0.12098 1.08800 -0.22089
*
```

Mulliken population analysis, charges in e, atoms 1 to 4: -0.737 -0.387 -0.592 -0.118

=====

Entry 15:
A cluster of 2 separate species, CH3FS2 in total in a non-equilibrium geometry, computed with wB97M-V/def2-TZVPD.

structure (SMILES)	S=CS.F
largest force on an atom	1.12	eV/A
gap between HOMO and LUMO	8.6	eV
highest occupied orbital energy	-9.212	eV
LUMO energy	-0.63	eV

```
! wB97M-V def2-TZVPD RIJCOSX def2/J DEFGRID3
* xyz 0 1
S -0.10144 0.99814 1.91935
C 0.23005 0.51721 0.41148
S -0.20043 -0.97482 -0.36054
H 0.79354 1.15055 -0.27879
H -0.84747 -1.50426 0.69161
F 0.35150 -0.36969 -2.85642
H 0.33993 0.20464 -2.11476
*
```

Mulliken population analysis, charges in e, atoms 1 to 4: -0.195 -0.182 -0.097 0.286

=====

Entry 16:
The molecule CH3I, computed with wB97M-V/def2-TZVPD.

structure (SMILES)	CI
largest force on an atom	0.28	eV/A
gap between HOMO and LUMO	9.9	eV
highest occupied orbital energy	-9.497	eV
LUMO energy	0.43	eV

```
! wB97M-V def2-TZVPD RIJCOSX def2/J DEFGRID3
* xyz 0 1
C 0.22541 -0.00004 -0.00003
I -1.91663 0.00001 0.00001
H 0.56388 -1.01640 -0.15679
H 0.56372 0.64401 -0.80183
H 0.56362 0.37242 0.95864
*
```

Mulliken population analysis, charges in e, atoms 1 to 4: -0.794 0.013 0.260 0.260

=====

Entry 17:
A cluster of 2 separate species, CH3I2P in total, computed with wB97M-V/def2-TZVPD.

structure (SMILES)	C=PI.I
largest force on an atom	0.84	eV/A
gap between HOMO and LUMO	9.2	eV
highest occupied orbital energy	-9.421	eV
LUMO energy	-0.23	eV

```
! wB97M-V def2-TZVPD RIJCOSX def2/J DEFGRID3
* xyz 0 1
C 2.61226 0.28001 0.27500
P 1.26853 1.10795 -0.23829
I -0.49957 -0.55815 -0.18144
H 3.54327 0.81958 0.33235
H 2.64052 -0.75750 0.56278
I -5.44555 -0.16144 -0.06053
H -4.11946 -0.73045 -0.68986
*
```

Mulliken population analysis, charges in e, atoms 1 to 4: -0.434 -0.025 -0.046 0.275

=====

Entry 18:
A structure of composition CH3I2P in a non-equilibrium geometry, computed with wB97M-V/def2-TZVPD.

largest force on an atom	2.95	eV/A
gap between HOMO and LUMO	7.1	eV
highest occupied orbital energy	-7.438	eV
LUMO energy	-0.30	eV

```
! wB97M-V def2-TZVPD RIJCOSX def2/J DEFGRID3
* xyz 0 1
C -0.76551 -0.32546 0.80016
P 1.77254 1.51566 -0.97981
I 1.40460 -0.39043 0.28492
I 0.74336 0.62537 -3.06819
H -1.42453 0.35697 0.25831
H -0.71025 -0.43774 1.84762
H -1.02021 -1.34437 0.85699
*
```

Mulliken population analysis, charges in e, atoms 1 to 4: -1.031 -0.250 0.339 -0.132

=====

Entry 19:
A structure of composition CH3I3N2O2S in a non-equilibrium geometry, computed with wB97M-V/def2-TZVPD.

largest force on an atom	3.48	eV/A
gap between HOMO and LUMO	8.2	eV
highest occupied orbital energy	-8.873	eV
LUMO energy	-0.72	eV

```
! wB97M-V def2-TZVPD RIJCOSX def2/J DEFGRID3
* xyz 0 1
C -0.56228 -2.12740 -1.02550
N 1.84507 -0.95610 1.62983
N 0.08906 -2.11328 0.17689
O 0.43593 0.35488 0.08340
O 2.22064 -1.05743 -0.80661
S 1.24911 -0.82395 0.14682
I -2.33998 -3.28745 -0.91054
I 0.70115 -3.18582 -2.44184
I 0.69188 -3.79868 1.03185
H -0.83548 -1.15319 -1.21366
H 2.67116 -1.36440 2.01588
H 1.55415 -0.11150 2.01700
*
```

Mulliken population analysis, charges in e, atoms 1 to 4: -1.084 -0.406 -0.347 -0.601

=====

Entry 20:
A structure of composition CH3I3Si in a non-equilibrium geometry, computed with wB97M-V/def2-TZVPD.

largest force on an atom	2.37	eV/A
gap between HOMO and LUMO	7.2	eV
highest occupied orbital energy	-8.802	eV
LUMO energy	-1.64	eV

```
! wB97M-V def2-TZVPD RIJCOSX def2/J DEFGRID3
* xyz 0 1
C -1.70961 1.26047 0.27769
Si 1.54218 -0.20030 0.18249
I -2.64497 -0.24061 1.42142
I -2.35068 1.35307 -1.68309
I 0.23514 -1.89926 -1.13629
H 1.63946 -0.72383 1.49624
H 0.45245 0.73292 -0.02524
H 2.83604 -0.28247 -0.53321
*
```

Mulliken population analysis, charges in e, atoms 1 to 4: -0.363 0.404 0.146 0.181

=====

Here are the calculated ΔE to the lowest compared entry with this formula, charge and spin numbers, same order: 3.202; 0.615; 2.762; 2.142; 5.106; 3.646; 0.488; 3.262; 4.755; 5.660; 2.238; 4.616; 0.553; 3.157; 0.494; 0.000; 1.789; 3.570; 0.350; 6.792 (eV).